[1]
45
Properties=species:S:1:pos:R:3:forces:R:3:lowdin_spin:R:1 method="wB97M-V/def2-TZVPD" charge=+3 fmax_ev_per_a=4.81 multiplicity=7 energy_ha=-2190.2615
C 1.1610 -2.4557 1.1642 -0.30 -0.04 -0.08 0.004
C 1.6009 -0.8453 1.2819 1.39 -2.71 3.18 0.027
C 2.7821 -0.8801 2.4750 -0.24 -1.36 0.36 0.005
C 0.4417 0.1200 1.8821 -0.94 -0.39 -1.87 0.056
C -0.5602 0.8282 0.7433 0.75 -1.24 0.58 0.004
C -1.8037 -0.2006 0.5762 -1.01 -0.81 0.60 0.017
C -2.5523 -0.2863 -0.8566 -1.80 0.59 -0.62 0.050
C -2.6196 -1.8233 -1.5139 -0.57 0.50 0.91 0.125
O -3.9737 -2.0433 -2.0569 2.95 -0.74 0.91 0.683
O -0.9360 2.1152 1.4225 0.52 -0.45 -1.88 0.040
B -1.8567 2.9149 0.6082 -3.21 1.91 -1.32 0.002
O -3.3158 2.6765 0.7919 3.79 1.43 1.03 0.003
O -1.4464 3.9327 -0.4168 0.15 -1.66 4.51 0.001
C 0.2887 1.2270 -0.5752 1.13 -1.14 0.46 0.050
C 1.4363 0.1276 -1.0493 0.19 1.03 -3.97 0.033
C 0.8386 -1.0642 -2.0311 1.25 -0.54 -0.11 0.006
C 2.4443 1.0113 -2.0562 -0.07 -0.39 -0.99 0.001
N 2.3300 -0.3585 0.0589 -1.61 3.79 1.74 0.437
O 3.1950 0.6239 0.4014 -2.20 -1.01 -0.22 0.454
H 2.0269 -3.0493 0.6309 -1.67 1.28 1.19 0.001
H 0.9620 -2.9176 2.2466 0.57 1.20 -2.44 0.000
H 0.1876 -2.6261 0.5450 1.81 0.40 1.05 0.000
H 2.4346 -1.6486 3.3088 0.65 1.79 -1.70 0.000
H 3.8039 -1.3152 2.0403 -2.29 1.28 0.93 0.001
H 2.9202 0.1562 3.0003 0.03 -1.79 -1.01 0.002
H 0.9822 1.0104 2.4543 -1.21 -2.09 0.91 0.014
H -0.2229 -0.4166 2.7158 1.76 1.35 -1.63 0.003
H -2.6208 0.1141 1.3894 1.83 -0.55 -1.81 0.003
H -1.5135 -1.3169 0.8858 -0.20 2.57 -0.58 0.003
H -2.1864 0.4343 -1.6970 -0.53 -1.29 1.70 -0.001
H -3.6995 -0.0084 -0.6728 2.55 -0.54 -0.49 0.002
H -1.8630 -1.8480 -2.4369 -1.41 -0.03 1.19 0.092
H -2.3364 -2.6578 -0.7429 -0.60 1.20 -1.68 0.012
H -4.1492 -3.0376 -2.0112 -0.23 0.84 -0.14 0.002
H -3.6498 3.3669 1.4552 0.21 -1.28 -1.39 0.000
H -1.1662 4.7206 0.1565 -0.40 -0.99 -1.52 0.000
H -0.3097 1.5046 -1.5380 1.04 -0.25 1.98 0.003
H 0.9175 2.2053 -0.2999 -1.00 -1.16 -0.58 0.009
H 0.1641 -1.8456 -1.4842 1.13 1.57 -0.99 0.002
H 0.3525 -0.6293 -3.0285 0.90 -0.74 2.45 0.000
H 1.7972 -1.6682 -2.4058 -2.13 1.25 0.82 0.001
H 2.6153 2.1070 -1.6675 -0.18 -2.28 -0.77 0.000
H 1.9770 1.0744 -3.1518 0.82 -0.08 2.54 0.000
H 3.4712 0.4342 -2.1930 -2.18 1.36 0.50 0.000
Fe 1.6508 2.2375 1.6508 0.59 0.19 -1.78 3.852

[2]
46
Properties=species:S:1:pos:R:3:forces:R:3:nbo_charge:R:1 method="wB97M-V/def2-TZVPD" smiles="CCCCNN(CC(=O)N(C)C)S(=O)(=O)F.CCCC#N" fmax_ev_per_a=1.59 energy_ha=-1414.9393
C 2.1437 -1.6505 0.4805 0.44 0.23 0.20 -0.611
C 1.9891 -0.2450 1.0589 0.13 0.15 -0.35 -0.391
C 1.1214 0.6802 0.1896 -0.11 -0.46 0.48 -0.413
C -0.3646 0.6347 0.6049 0.71 -0.81 -0.41 -0.224
N -1.1239 -0.0070 -0.4638 -0.23 0.98 0.02 -0.451
N -2.5262 0.0829 -0.2506 -0.32 -1.26 -0.49 -0.477
C -2.9603 -0.9270 0.7665 -0.05 0.28 -0.51 -0.356
C -4.3641 -0.8184 1.3307 -0.28 -0.50 1.49 0.719
O -4.5469 -1.2459 2.4618 0.27 0.66 -1.20 -0.546
N -5.3943 -0.2488 0.5330 -0.13 -0.68 0.30 -0.514
C -6.2433 0.6309 1.3344 -0.08 0.22 -0.17 -0.410
C -6.2181 -1.3801 0.0216 0.39 0.15 0.03 -0.409
S -3.2646 -0.1033 -1.7977 0.56 1.38 -0.36 2.494
O -2.2710 -0.2054 -2.8049 -0.02 -0.31 0.28 -0.885
O -4.3264 0.8148 -1.9742 -0.13 -0.25 0.29 -0.878
F -3.8895 -1.5357 -1.6662 -0.13 -0.23 0.11 -0.491
H 2.9842 -1.6494 -0.2061 -0.06 -0.07 -0.37 0.222
H 2.3910 -2.3766 1.2480 -0.12 -0.17 0.16 0.207
H 1.2615 -1.9789 -0.0581 -0.20 -0.13 -0.04 0.191
H 2.9722 0.2140 1.1307 0.24 -0.08 0.14 0.192
H 1.6043 -0.2916 2.0739 -0.14 0.09 0.17 0.193
H 1.1896 0.3499 -0.8415 0.13 0.14 -0.26 0.232
H 1.5272 1.6846 0.2408 -0.18 0.27 -0.05 0.209
H -0.4059 0.0071 1.4973 -0.21 0.34 0.46 0.158
H -0.7533 1.6227 0.8046 -0.33 0.11 -0.03 0.215
H -0.8217 -0.9599 -0.6358 -0.01 -0.12 0.10 0.345
H -2.3095 -0.8196 1.6231 0.17 0.21 0.10 0.245
H -2.7771 -1.9307 0.3807 -0.19 -0.22 0.01 0.219
H -6.6846 0.1308 2.1953 0.08 -0.11 0.18 0.190
H -5.6740 1.4972 1.6517 0.08 0.11 0.13 0.207
H -7.0583 0.9789 0.7102 -0.06 0.10 -0.22 0.207
H -5.6164 -2.2809 -0.0333 0.07 -0.13 -0.18 0.203
H -7.0308 -1.5919 0.7118 -0.18 -0.02 0.10 0.191
H -6.6007 -1.1546 -0.9662 -0.11 0.13 -0.13 0.214
C 7.3455 0.4089 -1.0376 0.00 0.03 -0.02 -0.614
C 6.6982 1.7866 -0.9562 0.17 -0.13 -0.02 -0.378
C 5.2388 1.7321 -0.4897 0.15 0.05 -0.14 -0.514
C 4.4196 0.9462 -1.4138 -0.22 -0.10 -0.07 0.292
N 3.7902 0.3266 -2.1499 0.13 0.09 0.14 -0.337
H 6.8412 -0.2248 -1.7679 -0.04 0.00 0.02 0.218
H 8.3880 0.4945 -1.3424 0.01 0.00 0.02 0.218
H 7.3176 -0.0962 -0.0703 0.00 -0.01 0.00 0.203
H 6.7482 2.2696 -1.9333 -0.05 0.05 0.01 0.210
H 7.2612 2.4118 -0.2614 -0.07 0.05 0.02 0.209
H 4.8201 2.7369 -0.4304 -0.06 -0.01 0.04 0.251
H 5.1729 1.2804 0.5015 -0.03 -0.01 0.02 0.242

[3]
45
Properties=species:S:1:pos:R:3:forces:R:3:nbo_charge:R:1 method="wB97M-V/def2-TZVPD" smiles="CC(C)C[C@H](NC(=O)[P@@](=O)(O)[C@H]([NH3+])CC(C)C)C(=O)[O-]" fmax_ev_per_a=6.39 energy_ha=-1299.1472
C -1.9835 -3.8161 2.6693 0.38 0.65 1.21 -0.600
C -1.3822 -3.5652 1.3226 -1.11 -1.51 -0.90 -0.220
C -0.9066 -4.9843 0.6827 -1.19 0.59 1.44 -0.615
C -2.5406 -2.9621 0.4892 3.74 5.17 0.05 -0.371
C -1.9485 -1.8961 -0.6064 1.39 -1.16 0.38 -0.139
N -1.7463 -0.4817 -0.1159 1.89 3.62 2.62 -0.557
C -0.6252 0.2687 0.3329 -2.01 -5.21 -0.79 0.363
O 0.3749 -0.4105 0.4268 2.78 1.63 0.65 -0.629
P -0.6565 2.1383 0.8548 -3.82 0.41 0.37 1.965
O -1.8021 2.8978 0.2976 1.03 0.79 -3.09 -1.084
O -1.1940 2.4200 2.3700 2.19 -0.26 1.87 -0.998
C 1.1283 2.7538 0.5930 -1.02 0.78 -3.04 -0.384
N 1.3271 4.2134 0.9324 -1.83 -0.65 1.90 -0.685
C 1.4442 2.7046 -0.9793 1.36 -1.20 2.87 -0.415
C 2.9018 2.5160 -1.3558 1.24 -2.98 -1.15 -0.221
C 3.3157 0.9969 -1.0807 -1.63 2.45 2.43 -0.590
C 3.1130 2.6743 -2.8876 -0.29 0.25 -0.42 -0.620
C -2.7683 -1.5993 -1.8192 -1.97 1.12 -2.98 0.721
O -2.4297 -2.0889 -2.9418 -0.16 0.03 1.96 -0.743
O -3.6696 -0.7260 -1.6265 0.04 -0.86 -0.09 -0.790
H -2.1801 -2.8008 3.0242 -0.68 -0.29 0.50 0.199
H -2.8262 -4.4828 2.7730 -0.65 0.08 -0.57 0.204
H -1.2860 -4.2262 3.3687 0.89 -0.30 0.46 0.194
H -0.6606 -2.7370 1.5256 0.22 -1.13 -0.81 0.215
H -1.7765 -5.6329 0.3646 0.67 1.22 -0.07 0.210
H -0.4397 -5.6453 1.4133 0.16 0.38 0.57 0.198
H -0.1674 -4.9078 -0.0678 0.43 0.31 -1.27 0.214
H -3.1965 -2.3087 1.0578 -0.11 -0.21 0.54 0.204
H -3.1089 -3.6385 0.0278 -2.09 -2.80 -2.03 0.212
H -1.0379 -2.3159 -1.0865 -0.04 0.55 1.01 0.233
H -2.5636 0.0805 -0.0607 -1.42 -0.17 -0.82 0.426
H -1.8046 3.2103 2.3199 0.69 -1.45 -0.42 0.533
H 1.7937 2.1298 1.1032 1.10 -0.74 1.02 0.262
H 0.6971 4.4155 1.7687 0.93 0.29 -1.26 0.457
H 1.0510 4.7326 0.0903 -0.05 0.23 0.56 0.457
H 2.2867 4.4097 1.1932 0.24 0.13 -0.07 0.446
H 0.7904 1.9544 -1.3200 -0.41 -1.12 -1.24 0.251
H 1.2842 3.5817 -1.4880 -1.75 2.51 -0.73 0.209
H 3.6335 3.1398 -0.8461 -0.30 0.50 0.34 0.190
H 2.6245 0.4389 -1.6476 -0.60 -1.10 -0.63 0.222
H 4.3216 0.7281 -1.2706 0.97 -0.02 -0.28 0.218
H 3.0660 0.8452 0.0071 0.47 -0.47 -0.99 0.194
H 2.4119 1.9804 -3.4351 0.61 0.78 0.51 0.227
H 3.0025 3.7264 -3.3309 0.21 -1.43 0.76 0.212
H 4.1329 2.2691 -3.0421 -0.50 0.60 -0.41 0.225

[4]
49
Properties=species:S:1:pos:R:3:forces:R:3:lowdin_spin:R:1 method="wB97M-V/def2-TZVPD" charge=+1 fmax_ev_per_a=0.07 multiplicity=3 energy_ha=-4633.8971
W -0.8896 -0.1278 0.1846 0.01 -0.01 -0.07 1.596
C 1.6348 2.0344 -3.9168 0.00 -0.02 0.00 0.001
C 0.3383 1.7685 -3.8525 0.00 0.04 -0.01 0.001
S -1.8460 -0.8078 -1.8584 0.01 0.01 0.04 0.094
C -3.1430 0.3853 -2.3289 -0.01 0.01 0.00 0.025
C -3.8563 1.0084 -1.1503 0.00 0.00 0.00 0.009
S -2.7310 1.7047 0.0864 0.02 0.02 0.00 0.012
C -1.7231 2.8667 -0.8878 -0.01 -0.01 0.00 0.015
C -0.5652 3.3375 -0.0255 0.00 0.00 0.00 0.016
S 0.3567 1.9443 0.7230 0.03 0.03 0.01 0.043
C 1.9139 1.8367 -0.2110 -0.01 0.00 -0.01 0.011
C 2.3917 0.3999 -0.0850 -0.01 -0.02 0.00 0.005
S 1.1810 -0.6489 -0.9498 -0.03 0.00 0.03 0.024
H 2.0018 3.0211 -4.1714 0.00 0.00 0.00 0.000
H 2.3792 1.2625 -3.7563 0.00 0.00 0.01 0.000
H -0.0332 0.7745 -3.6279 0.00 0.00 0.00 0.002
H -0.3942 2.5395 -4.0667 -0.01 -0.01 0.00 0.000
H -3.8655 -0.1694 -2.9275 0.00 0.00 0.00 -0.001
H -2.7067 1.1430 -2.9797 0.00 0.00 0.00 0.001
H -4.4182 0.2623 -0.5872 0.00 0.00 0.00 0.000
H -4.5443 1.7967 -1.4588 0.00 0.00 0.00 -0.001
H -2.3421 3.7176 -1.1750 0.00 0.00 0.00 0.000
H -1.3537 2.3614 -1.7789 0.00 0.00 0.00 0.004
H -0.9091 3.9414 0.8127 0.00 0.00 0.00 0.000
H 0.1440 3.9259 -0.6067 0.00 0.00 0.00 0.000
H 2.6219 2.5366 0.2311 0.00 0.00 0.00 0.000
H 1.7209 2.1015 -1.2511 0.00 0.00 0.00 0.000
H 2.4840 0.0846 0.9536 0.00 0.00 0.00 0.000
H 3.3552 0.2708 -0.5777 0.00 0.00 0.00 -0.001
C 1.6072 -1.3387 3.2676 -0.01 0.01 0.01 0.002
Ge 1.4665 -2.5647 1.7567 0.00 0.00 -0.02 0.016
C 0.4432 -4.1454 2.2256 0.00 -0.01 0.00 0.003
C 3.2324 -3.0004 1.0439 0.00 -0.01 0.02 0.006
C 0.4471 -1.7966 0.2059 0.03 -0.02 0.03 0.038
H 2.4298 -1.6715 3.9018 0.00 0.00 0.00 0.000
H 0.6897 -1.3622 3.8523 0.00 0.00 0.00 0.000
H 1.7980 -0.3029 2.9858 0.01 0.00 0.00 0.000
H 0.9170 -4.6575 3.0631 0.00 0.00 0.00 0.001
H 0.3895 -4.8384 1.3862 0.00 0.00 0.00 0.000
H -0.5669 -3.8649 2.5226 0.00 0.00 0.00 0.000
H 3.7930 -3.5719 1.7844 0.00 0.00 0.00 0.001
H 3.8101 -2.1048 0.8113 0.00 0.00 0.00 0.000
H 3.1480 -3.6048 0.1408 -0.01 0.00 0.00 0.000
H 0.1436 -2.6572 -0.3969 0.00 0.00 0.00 0.009
F -2.5368 -1.1706 1.2279 0.00 0.00 0.02 0.023
B -2.2582 -0.7895 2.6393 -0.01 0.00 0.06 0.002
F -3.1841 0.0841 3.0650 -0.01 -0.01 -0.02 0.000
F -0.9738 -0.0436 2.3690 -0.04 -0.01 -0.06 0.044
F -1.9972 -1.8701 3.3870 0.02 -0.01 -0.04 0.000